No. 1
Molecular formula: C14H24N5O2OsS2SeSi
Method: DFT, ωB97M-V/def2-TZVPD

```
50
Properties=species:S:1:pos:R:3:nbo_charge:R:1
Os -0.680 -0.306 -1.034 0.74
C 0.911 4.187 3.832 -1.11
Si -0.260 2.743 3.709 1.63
C -0.352 1.835 5.326 -1.12
C -1.933 3.333 3.156 -1.13
C 0.580 1.558 2.473 -0.46
C 1.887 1.159 2.728 -0.10
C 2.585 0.316 1.856 -0.25
C 1.960 -0.118 0.715 0.05
N 0.697 0.255 0.453 -0.48
C 0.038 1.031 1.305 0.11
S -1.587 1.151 0.649 0.05
H 0.509 4.941 4.514 0.25
H 1.063 4.665 2.861 0.24
H 1.889 3.890 4.216 0.24
H -0.834 2.466 6.078 0.25
H 0.641 1.576 5.700 0.24
H -0.930 0.913 5.238 0.26
H -2.291 4.068 3.881 0.26
H -2.668 2.527 3.111 0.25
H -1.901 3.820 2.179 0.24
H 2.382 1.499 3.631 0.23
H 3.594 -0.004 2.071 0.24
H 2.448 -0.744 -0.016 0.21
N -1.332 1.525 -2.171 -0.77
C -2.079 1.143 -3.391 -0.36
C -1.893 -0.337 -3.636 0.80
O -1.788 -0.804 -4.748 -0.61
O -1.827 -1.048 -2.525 -0.73
H -1.902 2.061 -1.531 0.42
H -0.519 2.085 -2.406 0.41
H -1.743 1.693 -4.266 0.24
H -3.143 1.323 -3.244 0.24
C 1.674 -4.585 -2.351 -0.42
N 1.557 -3.130 -2.226 -0.56
C 0.936 -2.251 -3.001 0.42
S 1.167 -0.533 -2.573 -0.16
N 0.224 -2.533 -4.062 -0.55
C -0.301 -3.823 -4.522 -0.43
H 2.196 -4.942 -1.468 0.24
H 2.253 -4.861 -3.230 0.22
H 0.700 -5.062 -2.384 0.22
H 2.114 -2.702 -1.506 0.42
H -0.255 -1.739 -4.480 0.46
H 0.491 -4.499 -4.826 0.22
H -0.932 -3.611 -5.379 0.25
H -0.920 -4.285 -3.755 0.21
Se -1.323 -2.236 0.171 0.29
C -0.729 -1.908 1.902 0.00
N -0.371 -1.701 2.977 -0.30
```

**Max |F|**: 1.52 eV/Å
**2S+1**: 1
**Highest occupied orbital energy (alpha / beta)**: -11.43 / -11.47 eV
**Relative energy (zero: lowest compared OMol25 entry of this formula, charge and spin)**: 0.000 eV
**Charge**: +1
**LUMO (alpha / beta)**: -0.19134 / -0.18484 Ha

No. 2
Molecular formula: C14H24N6O3Pt
Method: DFT, ωB97M-V/def2-TZVPD

```
48
Properties=species:S:1:pos:R:3:mulliken_charge:R:1
Pt -0.749 -0.777 -1.192 1.07
N 0.801 -2.142 -0.735 -0.59
C 1.013 -2.208 0.734 0.30
C 2.474 -2.366 1.142 -1.07
C 3.400 -1.156 0.880 -0.28
C 4.145 -0.764 2.156 -1.20
N 3.222 -0.180 3.130 -0.11
C 3.042 1.109 3.387 0.80
N 3.981 2.018 3.108 -0.36
N 1.903 1.484 3.971 -0.34
C 0.389 -0.977 1.391 0.36
O 0.556 -0.783 2.581 -0.81
O -0.337 -0.186 0.639 -0.78
H 0.625 -3.058 -1.135 0.41
H 1.631 -1.783 -1.198 0.38
H 0.470 -3.077 1.108 0.30
H 2.871 -3.254 0.645 0.41
H 2.465 -2.613 2.205 0.54
H 2.853 -0.287 0.500 0.24
H 4.150 -1.411 0.129 0.46
H 4.966 -0.083 1.950 0.42
H 4.593 -1.650 2.605 0.34
H 2.432 -0.765 3.372 0.27
H 4.915 1.736 2.868 0.19
H 3.860 2.973 3.398 0.22
H 1.089 0.889 3.882 0.24
H 1.759 2.436 4.259 0.21
C -4.621 -2.001 -3.174 -1.20
C -3.702 -1.195 -2.309 0.80
O -2.476 -1.423 -2.350 -0.76
N -4.250 -0.233 -1.552 -0.07
C -3.503 0.629 -0.636 -1.39
C -2.606 1.554 -1.407 1.40
C -3.013 2.810 -1.815 -0.83
C -2.169 3.577 -2.603 -0.33
C -0.938 3.061 -2.975 -0.66
C -0.587 1.802 -2.535 -0.15
N -1.400 1.074 -1.760 -0.27
H -4.176 -2.973 -3.359 0.35
H -4.737 -1.489 -4.132 0.30
H -5.605 -2.120 -2.722 0.40
H -5.249 -0.120 -1.607 0.25
H -2.916 0.022 0.050 0.19
H -4.216 1.191 -0.040 0.59
H -3.988 3.178 -1.524 0.46
H -2.473 4.563 -2.931 0.44
H -0.254 3.616 -3.601 0.44
H 0.360 1.352 -2.799 0.41
```

**Max |F|**: 1.34 eV/Å
**2S+1**: 1
**Highest occupied orbital energy**: -14.56 eV
**Relative energy (zero: lowest compared OMol25 entry of this formula, charge and spin)**: 0.725 eV
**Charge**: +2
**LUMO**: -0.21502 Ha

No. 3
Molecular formula: C14H24O2
Method: DFT, ωB97M-V/def2-TZVPD

```
40
Properties=species:S:1:pos:R:3:nbo_charge:R:1
O 0.077 2.282 -2.325 -0.61
O 1.057 0.448 -1.273 -0.54
C 0.576 1.164 -2.333 0.81
C -0.673 -1.362 2.842 0.03
C -0.294 -0.813 1.605 0.00
C 0.071 -2.531 3.524 -0.65
C -1.899 -0.904 3.580 -0.65
C -1.888 -0.391 -3.356 -0.61
C 2.135 2.319 -0.032 -0.64
C 0.517 0.438 -3.669 -0.50
C 1.049 -1.207 1.054 -0.44
C -1.055 0.166 0.813 -0.44
C -0.899 0.338 -4.302 -0.38
C 1.927 0.042 0.919 -0.40
C -0.154 1.413 0.694 -0.44
C 1.203 1.087 0.038 0.28
H 1.116 -2.273 3.626 0.22
H -0.059 -3.500 2.992 0.22
H -0.285 -2.668 4.526 0.21
H -2.620 -1.743 3.624 0.21
H -1.542 -0.588 4.562 0.21
H -2.410 -0.044 3.152 0.21
H -2.863 -0.547 -3.810 0.21
H -1.499 -1.390 -3.095 0.20
H -2.029 0.178 -2.450 0.21
H 3.084 2.082 -0.468 0.21
H 2.324 2.699 0.979 0.22
H 1.692 3.132 -0.587 0.23
H 1.112 1.018 -4.368 0.24
H 0.922 -0.555 -3.551 0.21
H 0.822 -1.698 0.098 0.21
H 1.617 -1.947 1.598 0.22
H -1.290 -0.317 -0.158 0.21
H -2.017 0.371 1.257 0.22
H -1.296 1.349 -4.558 0.21
H -0.858 -0.217 -5.261 0.21
H 2.857 -0.218 0.392 0.21
H 2.127 0.450 1.892 0.21
H 0.050 1.752 1.732 0.22
H -0.704 2.186 0.099 0.24
```

**Structure (SMILES)**: CCCC(=O)OC1(C)CCC(=C(C)C)CC1
**Max |F|**: 5.31 eV/Å
**2S+1**: 1
**Highest occupied orbital energy**: -8.17 eV
**Relative energy (zero: lowest compared OMol25 entry of this formula, charge and spin)**: 0.000 eV
**Charge**: 0
**LUMO**: 0.03137 Ha

No. 4
Molecular formula: C14H24O2PRhS2
Method: DFT, ωB97M-V/def2-TZVPD

```
44
Properties=species:S:1:pos:R:3:nbo_charge:R:1
Rh 0.112 -0.779 0.056 0.44
C 2.768 -1.132 3.936 -0.60
C 2.231 -0.334 2.741 -0.25
C 3.326 0.510 2.102 -0.61
C 1.568 -1.283 1.773 0.03
C 2.115 -1.636 0.526 -0.25
C 1.474 -2.557 -0.326 -0.15
C 0.216 -3.132 -0.023 -0.01
C -0.491 -4.063 -0.959 -0.64
C -0.359 -2.723 1.196 -0.20
C 0.308 -1.843 2.078 -0.21
H 3.246 -0.460 4.647 0.23
H 3.510 -1.862 3.610 0.21
H 1.974 -1.666 4.458 0.21
H 1.445 0.339 3.099 0.22
H 4.179 -0.101 1.801 0.21
H 3.692 1.239 2.823 0.24
H 2.961 1.056 1.231 0.22
H 3.049 -1.202 0.201 0.26
H 1.956 -2.778 -1.270 0.25
H -1.300 -3.547 -1.475 0.25
H -0.923 -4.899 -0.410 0.24
H 0.194 -4.458 -1.707 0.24
H -1.351 -3.063 1.466 0.26
H -0.201 -1.551 2.988 0.26
C -2.122 5.168 -1.543 -0.63
C -2.306 3.888 -0.766 -0.06
O -1.131 3.048 -0.960 -0.83
P -1.251 1.523 -1.366 1.76
S 0.581 0.757 -1.630 -0.36
S -1.956 0.294 0.082 -0.35
O -2.142 1.436 -2.660 -0.83
C -1.708 2.069 -3.906 -0.06
C -1.655 1.018 -4.985 -0.63
H -2.930 5.858 -1.305 0.23
H -2.131 4.988 -2.617 0.21
H -1.177 5.639 -1.275 0.23
H -3.199 3.344 -1.082 0.19
H -2.370 4.071 0.306 0.20
H -0.736 2.540 -3.750 0.19
H -2.443 2.844 -4.116 0.20
H -0.920 0.252 -4.739 0.22
H -1.367 1.481 -5.928 0.23
H -2.628 0.548 -5.112 0.23
```

**Expectation value of S²**: 0.756
**Max |F|**: 0.70 eV/Å
**2S+1**: 2
**Highest occupied orbital energy (alpha / beta)**: -11.51 / -11.86 eV
**Relative energy (zero: lowest compared OMol25 entry of this formula, charge and spin)**: 0.000 eV
**Charge**: +1
**LUMO (alpha / beta)**: -0.13365 / -0.14769 Ha

For each record above, in turn, the calculated E_tot values are -123811.3876 -33225.6588 -19002.3300 -52967.6429 eV.